{"formula": "C42H40BCuN6O7P3S2", "method": "ωB97M-V with the def2-TZVPD basis set", "molar_mass_da": 972.23, "multiplicity": 2, "gap_ev": [5.525, 5.674], "charge": -2, "elements": ["Cu", "C", "C", "C", "C", "N", "N", "B", "N", "N", "C", "C", "C", "C", "C", "C", "C", "C", "C", "C", "N", "N", "C", "C", "C", "C", "C", "C", "C", "C", "C", "C", "C", "C", "C", "C", "C", "C", "H", "H", "H", "H", "H", "H", "H", "H", "H", "H", "H", "H", "H", "H", "H", "H", "H", "H", "H", "H", "H", "H", "H", "H", "H", "H", "H", "H", "O", "P", "O", "O", "O", "P", "O", "O", "O", "H", "H", "S", "P", "S", "C", "C", "C", "C", "C", "C", "C", "C", "C", "C", "C", "C", "H", "H", "H", "H", "H", "H", "H", "H", "H", "H"], "positions_angstrom": [[0.999, 0.354, -0.220], [2.721, 5.756, 0.428], [2.357, 4.645, -0.504], [2.313, 4.635, -1.880], [1.902, 3.321, -2.217], [1.720, 2.607, -1.125], [1.997, 3.412, -0.077], [1.869, 2.884, 1.386], [0.379, 2.476, 1.621], [-0.357, 1.986, 0.581], [-1.612, 1.915, 1.016], [-1.682, 2.302, 2.368], [-0.389, 2.645, 2.709], [0.145, 3.112, 4.023], [-2.731, 1.661, 0.088], [-2.549, 1.827, -1.287], [-3.594, 1.609, -2.168], [-4.845, 1.228, -1.690], [-5.038, 1.080, -0.325], [-3.986, 1.297, 0.559], [2.896, 1.730, 1.578], [3.137, 0.903, 0.529], [4.141, 0.118, 0.892], [4.550, 0.425, 2.205], [3.723, 1.452, 2.606], [3.669, 2.153, 3.924], [4.740, -0.835, -0.062], [4.437, -0.754, -1.421], [5.000, -1.641, -2.324], [5.883, -2.623, -1.884], [6.190, -2.709, -0.533], [5.620, -1.820, 0.369], [1.669, 2.714, -3.546], [1.191, 1.405, -3.660], [0.965, 0.835, -4.903], [1.213, 1.560, -6.063], [1.690, 2.860, -5.963], [1.916, 3.430, -4.715], [2.992, 6.637, -0.153], [3.568, 5.486, 1.064], [1.889, 6.017, 1.087], [2.538, 5.464, -2.534], [2.142, 3.777, 2.156], [-2.557, 2.360, 2.999], [-0.682, 3.347, 4.692], [0.772, 3.999, 3.912], [0.756, 2.335, 4.489], [-1.566, 2.110, -1.650], [-3.428, 1.713, -3.235], [-5.655, 1.024, -2.380], [-5.997, 0.757, 0.058], [-4.139, 1.133, 1.621], [5.346, -0.024, 2.782], [4.608, 2.006, 4.457], [2.864, 1.751, 4.546], [3.495, 3.225, 3.807], [3.740, 0.008, -1.753], [4.739, -1.574, -3.375], [6.307, -3.332, -2.586], [6.855, -3.487, -0.174], [5.832, -1.920, 1.428], [0.998, 0.835, -2.758], [0.591, -0.182, -4.963], [1.035, 1.115, -7.035], [1.889, 3.435, -6.859], [2.291, 4.446, -4.649], [-0.738, -2.088, 3.101], [0.016, -1.569, 1.776], [-1.232, -1.382, 0.816], [0.807, -0.357, 2.070], [0.821, -2.843, 1.345], [1.729, -2.940, -0.098], [0.746, -3.790, -1.019], [2.931, -3.721, 0.224], [1.781, -1.520, -0.598], [-0.806, -1.335, 3.706], [0.018, -3.204, -1.320], [-4.643, -2.549, -2.570], [-3.566, -2.525, -0.875], [-1.125, -1.026, -0.884], [-4.681, -2.121, 0.563], [-6.043, -1.894, 0.375], [-6.857, -1.496, 1.433], [-6.323, -1.307, 2.702], [-4.965, -1.530, 2.903], [-4.153, -1.927, 1.845], [-3.081, -4.260, -0.425], [-3.453, -5.338, -1.227], [-3.033, -6.630, -0.922], [-2.223, -6.865, 0.183], [-1.833, -5.795, 0.977], [-2.254, -4.508, 0.672], [-6.451, -2.029, -0.621], [-7.916, -1.328, 1.262], [-6.952, -0.979, 3.521], [-4.529, -1.382, 3.885], [-3.093, -2.062, 2.020], [-4.077, -5.146, -2.092], [-3.333, -7.455, -1.560], [-1.880, -7.867, 0.410], [-1.174, -5.953, 1.824], [-1.907, -3.690, 1.291]], "mulliken_spin": [0.105, 0.000, 0.000, 0.000, 0.001, 0.006, -0.001, -0.001, 0.003, 0.007, 0.017, -0.002, 0.001, 0.000, -0.007, -0.002, 0.002, -0.002, 0.000, 0.003, -0.003, 0.006, -0.005, 0.001, 0.000, 0.000, 0.001, -0.001, -0.001, 0.000, 0.000, 0.000, 0.002, -0.007, 0.005, 0.000, 0.000, 0.000, 0.000, 0.000, 0.000, 0.000, 0.000, 0.000, 0.000, 0.000, 0.000, -0.004, 0.000, -0.001, 0.000, 0.000, 0.000, 0.000, 0.000, 0.000, 0.003, 0.000, 0.000, 0.000, 0.000, -0.012, 0.000, 0.000, 0.000, 0.000, -0.003, 0.017, -0.038, 0.000, 0.001, 0.006, 0.001, 0.004, 0.001, 0.000, 0.004, 0.100, 0.252, 0.385, 0.011, 0.020, -0.010, 0.020, -0.011, 0.041, -0.001, 0.026, -0.008, 0.016, -0.010, 0.048, 0.006, -0.001, 0.002, 0.000, -0.008, 0.005, -0.001, 0.001, 0.000, 0.013]}

{"formula": "C42H40BO3P2STi", "method": "ωB97M-V with the def2-TZVPD basis set", "molar_mass_da": 745.47, "gap_ev": 7.033, "charge": 3, "elements": ["Ti", "O", "S", "C", "C", "C", "C", "C", "C", "P", "C", "C", "C", "C", "C", "C", "C", "C", "C", "C", "C", "C", "C", "C", "C", "C", "C", "C", "P", "C", "C", "C", "C", "C", "C", "C", "C", "C", "C", "C", "C", "H", "H", "H", "H", "H", "H", "H", "H", "H", "H", "H", "H", "H", "H", "H", "H", "H", "H", "H", "H", "H", "H", "H", "H", "H", "H", "H", "H", "C", "C", "C", "O", "B", "O", "C", "C", "C", "H", "H", "H", "H", "H", "H", "H", "H", "H", "H", "H", "H"], "positions_angstrom": [[-0.058, 0.013, 0.457], [-0.481, 1.822, 0.656], [0.754, 2.163, -0.317], [1.902, 3.027, 0.691], [2.007, 4.401, 0.826], [2.915, 4.902, 1.745], [3.669, 4.033, 2.523], [3.508, 2.654, 2.414], [2.626, 2.124, 1.486], [2.317, 0.307, 1.413], [3.356, -0.357, 0.096], [3.926, 0.452, -0.887], [4.695, -0.122, -1.889], [4.901, -1.494, -1.908], [4.335, -2.303, -0.928], [3.553, -1.743, 0.067], [2.874, -0.374, 2.972], [1.972, -0.510, 4.028], [2.421, -0.963, 5.258], [3.761, -1.285, 5.432], [4.660, -1.152, 4.380], [4.223, -0.693, 3.149], [0.111, 2.879, -1.792], [0.451, 4.138, -2.256], [-0.046, 4.544, -3.485], [-0.860, 3.697, -4.221], [-1.176, 2.426, -3.747], [-0.674, 1.978, -2.535], [-1.034, 0.266, -1.952], [-2.807, 0.073, -2.233], [-3.314, -1.194, -2.540], [-4.678, -1.365, -2.724], [-5.537, -0.280, -2.607], [-5.035, 0.979, -2.293], [-3.676, 1.157, -2.101], [-0.151, -0.870, -3.040], [-0.416, -0.980, -4.406], [0.270, -1.905, -5.172], [1.216, -2.737, -4.583], [1.488, -2.642, -3.227], [0.808, -1.706, -2.463], [1.383, 5.081, 0.265], [3.018, 5.971, 1.864], [4.373, 4.430, 3.243], [4.068, 1.995, 3.066], [3.814, 1.529, -0.853], [5.156, 0.506, -2.640], [5.521, -1.934, -2.678], [4.521, -3.369, -0.930], [3.138, -2.374, 0.845], [0.924, -0.271, 3.894], [1.725, -1.072, 6.078], [4.106, -1.646, 6.392], [5.701, -1.409, 4.520], [4.927, -0.594, 2.331], [1.099, 4.796, -1.698], [0.202, 5.527, -3.861], [-1.248, 4.020, -5.178], [-1.820, 1.785, -4.335], [-2.651, -2.042, -2.651], [-5.069, -2.342, -2.975], [-6.598, -0.413, -2.766], [-5.704, 1.823, -2.200], [-3.300, 2.144, -1.852], [-1.172, -0.358, -4.870], [0.061, -1.990, -6.229], [1.737, -3.468, -5.187], [2.216, -3.295, -2.768], [1.053, -1.653, -1.403], [-3.475, -0.378, 3.757], [-2.963, -1.612, 3.039], [-3.447, -2.878, 3.709], [-1.475, -1.581, 3.169], [-0.991, -1.049, 2.059], [-1.899, -0.842, 1.027], [-3.213, -1.580, 1.493], [-3.140, -2.915, 0.801], [-4.369, -0.737, 1.037], [-3.170, -0.425, 4.801], [-4.562, -0.335, 3.726], [-3.077, 0.542, 3.324], [-3.163, -2.843, 4.760], [-3.021, -3.776, 3.270], [-4.536, -2.939, 3.662], [-2.256, -3.485, 1.090], [-3.153, -2.778, -0.283], [-4.021, -3.496, 1.074], [-4.299, 0.288, 1.391], [-5.288, -1.173, 1.437], [-4.440, -0.746, -0.051]], "mulliken_charge": [0.162, -0.006, 1.008, 0.760, -0.369, -1.072, -0.774, -0.994, -0.197, 1.925, 0.850, -0.544, -0.857, -0.546, -1.006, -0.467, 0.479, -0.523, -0.888, -0.594, -0.795, -0.367, 1.208, -0.787, -1.065, -0.905, -0.377, -1.262, 1.853, 0.870, -1.208, -0.678, -0.651, -0.825, -0.725, 0.433, 0.048, -0.831, -0.737, -0.865, 0.356, 0.547, 0.467, 0.482, 0.506, 0.503, 0.509, 0.474, 0.530, 0.527, 0.268, 0.470, 0.437, 0.468, 0.532, 0.343, 0.475, 0.492, 0.444, 0.528, 0.476, 0.455, 0.479, 0.491, 0.380, 0.467, 0.445, 0.571, -0.188, -1.752, 1.369, -1.612, -0.440, 1.139, 0.289, 1.185, -1.805, -1.163, 0.492, 0.413, 0.226, 0.465, 0.388, 0.365, 0.365, 0.222, 0.443, 0.446, 0.491, -0.142]}